1.
A structure of composition C33H57F3KN3NaO13S6 in a non-equilibrium geometry, computed with ωB97M-V with the def2-TZVPD basis set.

Last column: Mulliken charge in e.
Atoms and positions in Å:
K: -7.2329 -1.2419 -3.9544  1.00
S: -4.8629 -7.0278 -0.7220  1.02
S: -8.4071 2.5963 2.1007  1.08
S: 3.7045 5.4144 2.5317  1.13
S: -3.0395 4.5938 -6.6862  1.09
S: -1.3365 0.1123 -0.5058  1.06
S: 5.2170 -3.6153 4.9190  1.02
Na: -2.8730 6.0057 -0.3243  1.00
F: 0.0327 -0.7395 -2.6579  -0.23
F: 1.0068 -1.3953 -0.7820  -0.22
F: -0.8507 -2.2999 -1.5601  -0.23
O: 2.3153 5.4915 2.1547  -0.66
O: 5.5841 -3.5681 3.4801  -0.62
O: -5.8888 -8.1250 -0.8682  -0.64
O: -0.8367 1.3572 -0.9986  -0.66
O: 5.7810 -2.6359 5.8375  -0.62
O: -3.7687 3.3130 -6.7502  -0.65
O: -7.1770 3.2555 1.7480  -0.63
O: -1.0800 0.0145 0.9413  -0.65
O: -3.0839 5.3642 -5.4401  -0.67
O: -4.7635 -5.9752 -1.7086  -0.61
O: -9.1045 1.8461 1.0367  -0.67
O: -2.7194 -0.2096 -0.9293  -0.64
O: 4.2331 6.1949 3.6769  -0.66
N: -2.7350 1.8489 6.8182  0.01
N: 5.6813 3.4666 -9.0161  -0.44
N: 7.2290 -6.2302 -3.1572  0.01
C: 5.2808 1.5583 -5.6428  -1.04
C: -8.0355 1.4229 3.4931  -0.66
C: 5.4893 -5.3213 5.6287  -0.68
C: 5.5908 4.4067 0.9787  -0.70
C: -2.2306 5.5155 -9.0854  -0.60
C: -9.4798 3.7523 3.0938  -0.68
C: 6.3731 -5.1953 -3.3873  -0.52
C: -0.1765 -1.1640 -1.4135  0.57
C: -3.3086 3.0712 6.9154  -0.48
C: 4.6993 3.2436 1.4724  -0.58
C: 2.9455 -5.0500 5.8033  -0.57
C: 4.1030 3.6950 2.7872  -0.64
C: -3.2173 -7.8119 -0.1995  -0.76
C: -0.9656 5.3814 -8.1674  -0.69
C: 7.7289 -6.6384 -4.3523  -0.50
C: -3.9143 1.9268 8.7028  -0.26
C: -9.0613 3.4419 4.5585  -0.60
C: -1.2309 4.3598 -7.0553  -0.68
C: 3.2982 -3.7374 5.0441  -0.66
C: 7.0094 -6.0160 -5.3884  -0.33
C: -3.1184 -7.6846 1.3532  -0.49
C: -3.4444 5.6414 -8.0758  -0.62
C: 6.8936 3.3485 -6.6679  -0.47
C: -3.7793 -6.3884 1.6961  -0.58
C: -8.8743 1.9573 4.7423  -0.63
C: 4.0828 -6.0634 5.4898  -0.67
C: 4.7249 5.6634 1.0939  -0.63
C: -4.1114 3.1529 8.1226  -0.50
C: 6.1534 -5.1042 -4.7662  -0.35
C: -3.1333 1.1296 7.8902  -0.51
C: 6.2021 3.4269 -7.9623  0.26
C: 6.7559 2.0178 -5.9175  -0.46
C: -5.1493 -6.2665 0.9593  -0.70
H: -3.0443 3.7738 6.1390  0.38
H: 3.9391 -6.4819 4.4937  0.32
H: 3.1838 3.1883 3.0812  0.40
H: -0.0069 5.1665 -8.6395  0.42
H: 4.8627 3.6743 3.5685  0.33
H: 6.3163 -5.8539 5.1591  0.40
H: -9.8168 1.4446 4.9343  0.32
H: 7.9230 3.6750 -6.8156  0.33
H: 6.0531 4.2724 0.0007  0.35
H: 5.2353 6.6218 1.1890  0.39
H: 5.2483 2.3040 1.4108  0.35
H: -0.7591 4.3439 -6.0729  0.42
H: 8.5016 -7.3921 -4.3863  0.36
H: 7.0874 -6.1563 -6.4564  0.37
H: 7.3778 2.0178 -5.0223  0.33
H: -2.0615 -7.8271 1.5783  0.31
H: -8.3513 1.8315 5.6903  0.33
H: -3.7033 -8.4877 1.8016  0.29
H: 3.8951 3.1902 0.7387  0.28
H: -8.1485 4.0094 4.7400  0.30
H: -6.9606 1.3748 3.6670  0.39
H: -2.8628 0.0922 8.0208  0.37
H: 7.5463 -6.5512 -2.2537  0.21
H: 5.7233 -5.2010 6.6865  0.36
H: 4.0933 5.6521 0.2056  0.33
H: -9.7440 3.7417 5.3535  0.35
H: -4.4636 5.3661 -8.3470  0.40
H: 5.5428 -4.4002 -5.3120  0.37
H: 2.8945 -3.7740 4.0322  0.35
H: -4.2683 1.5975 9.6685  0.39
H: -2.4843 -7.1931 -0.7171  0.37
H: 3.0302 -4.9186 6.8820  0.28
H: 4.5951 1.2556 -6.4342  0.33
H: 1.9367 -5.3986 5.5821  0.34
H: -4.6795 3.9807 8.5205  0.39
H: 5.2471 0.8100 -4.8509  0.33
H: -3.5282 6.6530 -7.6787  0.34
H: -9.2863 4.8004 2.8655  0.39
H: -5.5969 -5.2729 0.9858  0.40
H: -3.0691 -5.6102 1.4168  0.29
H: -2.2375 1.5054 6.0091  0.21
H: -2.3185 4.6862 -9.7873  0.30
H: 4.8580 2.4686 -5.2178  0.27
H: 6.4731 4.1706 -6.0887  0.25
H: -10.4714 3.3914 2.8207  0.37
H: -5.9647 -6.8622 1.3697  0.36
H: 6.4035 4.5076 1.6980  0.32
H: 5.8768 -4.7150 -2.5570  0.38
H: -3.9889 -6.2528 2.7571  0.32
H: -3.1276 -8.7776 -0.6971  0.42
H: -0.6953 6.3498 -7.7464  0.31
H: -2.0693 6.4070 -9.6915  0.32
H: -1.1282 3.3693 -7.4986  0.32
H: 2.9456 -2.7968 5.4673  0.39
H: 4.0952 -6.9514 6.1219  0.36
H: 7.2770 1.2125 -6.4351  0.31
H: -8.4502 0.4852 3.1231  0.33

Values from the calculation:
Highest occupied orbital energy (eV): -8.79
Lowest unoccupied orbital energy (hartree): -0.1594
Gap between HOMO and LUMO (eV): 4.451
Total charge: +1
Molecular weight (g mol⁻¹): 1015.3
Energy (Eh): -5884.5525

=====

2.
A structure of composition C33H57FN2O2PbSi in a non-equilibrium geometry, computed with ωB97M-V with the def2-TZVPD basis set.

Last column: Mulliken charge in e.
Atoms and positions in Å:
Pb: 0.2778 0.5107 0.2258  1.55
Si: -2.1329 -1.0417 -3.4331  0.29
F: 1.4565 1.2845 1.8198  -0.84
O: 0.3745 2.5549 -4.4973  0.58
O: -0.4310 3.0695 -1.8582  0.62
N: 0.9592 -1.8415 0.1400  0.62
N: -1.4228 -0.8031 1.4585  0.58
C: -0.3592 3.2855 -6.7207  -1.52
C: -1.6827 -2.1029 1.5507  0.51
C: -2.6479 -2.3422 -2.1760  -0.78
C: -2.0600 4.5444 -0.7651  -1.38
C: 0.2356 -2.9622 0.1746  1.00
C: -2.4732 1.5015 4.1716  -1.11
C: -0.9420 -1.9704 -4.5651  -1.08
C: 0.8553 3.9695 -1.8308  -0.11
C: -1.2516 0.4472 -2.7750  1.37
C: 4.4767 -2.1012 1.2640  -1.04
C: 4.4440 -1.8396 -1.1444  -0.85
C: -3.3321 0.7606 1.6024  1.35
C: 0.7972 -4.2230 -0.4327  -1.82
C: 2.3595 -2.1821 2.6074  -1.02
C: -2.1863 0.1673 2.1803  -0.71
C: -3.8172 0.4073 0.2323  -0.96
C: 2.3790 -1.9130 0.0895  -0.49
C: -2.7994 -2.5761 2.4383  -1.62
C: -3.6359 2.0463 3.6312  -0.90
C: -4.0436 1.6981 2.3471  -0.70
C: -1.7580 3.8703 -2.0727  -0.35
C: 1.6727 1.9660 -4.6581  0.00
C: 2.2996 -1.6999 -2.4397  -1.43
C: -0.6024 2.3790 -5.5290  0.03
C: 0.7375 5.1217 -2.7815  -1.28
C: 3.0527 -1.7919 -1.1436  1.24
C: -0.9887 -3.0803 0.8269  -1.33
C: -0.4800 -0.0163 4.0360  -0.95
C: 5.1496 -2.0122 0.0479  -0.91
C: -3.7445 -0.6695 -4.3767  -1.26
C: 2.6713 3.0094 -5.0859  -1.37
C: -1.7350 0.5628 3.4568  1.42
C: 3.0889 -2.0510 1.3048  1.22
H: 0.7695 4.7528 -3.8126  0.13
H: 0.4075 0.2979 3.4645  0.07
H: 2.1125 -2.6936 -2.8830  0.30
H: -1.4165 -4.0774 0.8563  0.20
H: 2.7299 3.8206 -4.3575  0.24
H: -2.6871 -2.1989 3.4622  0.29
H: -0.3751 -2.7331 -4.0081  0.25
H: -3.2873 -0.4423 -0.2011  -0.63
H: 1.6447 -1.3633 2.7661  -0.05
H: -3.4064 -2.9850 -2.6475  0.43
H: 0.9339 4.2701 -0.7839  0.53
H: 0.5527 2.9972 -7.2694  0.32
H: -4.2013 2.7832 4.2019  0.39
H: 0.9937 -4.1181 -1.5091  0.22
H: 4.9663 -1.7476 -2.0989  0.45
H: -0.4245 2.2208 -2.3936  -0.62
H: -4.9415 2.1330 1.9079  0.47
H: -0.6242 1.3249 -5.8523  0.09
H: -2.0007 3.8367 0.0777  0.23
H: 1.3271 -1.2001 -2.3403  -0.04
H: 0.0650 -5.0268 -0.3003  0.46
H: -2.7781 -3.6685 2.4787  0.48
H: -0.2859 4.3423 -6.4192  0.27
H: -1.5413 4.5571 -2.8925  0.39
H: -1.9089 1.2490 -2.4427  -0.92
H: -0.4386 0.7968 -3.4362  -0.60
H: 3.6549 2.5491 -5.1710  0.47
H: 1.8144 -3.1353 2.6983  0.28
H: 5.0133 -2.2118 2.2070  0.40
H: -3.0875 -1.9401 -1.2588  0.14
H: -1.5697 2.6184 -5.0566  0.21
H: -1.5152 -2.4987 -5.3416  0.40
H: -2.1235 1.7764 5.1652  0.40
H: 3.0924 -2.1537 3.4245  0.46
H: -1.3735 5.3835 -0.5917  0.34
H: -3.7827 -2.2711 2.0527  0.26
H: 1.7290 -4.5307 0.0644  0.40
H: -2.4718 3.1108 -2.3776  0.41
H: -3.5863 -0.0587 -5.2815  0.27
H: -4.2145 -1.6155 -4.7033  0.30
H: -1.2182 3.1891 -7.3932  0.44
H: -0.3665 0.3547 5.0638  0.48
H: -0.2239 -1.3055 -5.0644  0.16
H: -3.0712 4.9694 -0.7655  0.44
H: -3.7041 1.2611 -0.4528  0.24
H: 2.9009 -1.1438 -3.1725  0.41
H: 1.6558 3.2644 -2.0662  0.32
H: -0.5183 -1.1163 4.0818  0.23
H: 6.2386 -2.0385 0.0330  0.38
H: -4.4913 -0.1379 -3.7613  0.31
H: -1.8028 -2.9821 -1.8893  0.06
H: 1.6283 1.1443 -5.3871  0.35
H: 1.9540 1.5363 -3.6811  -0.07
H: 2.3949 3.4332 -6.0561  0.25
H: 1.5823 5.7880 -2.5895  0.43
H: -0.1543 5.7389 -2.6208  0.45
H: -4.8908 0.1662 0.2552  0.43

Values from the calculation:
Highest occupied orbital energy (eV): -6.00
Lowest unoccupied orbital energy (hartree): 0.0044
Gap between HOMO and LUMO (eV): 6.119
Total charge: 0
Energy relative to the best compared isomer or geometry (same formula, charge and spin) (eV): 1.748
Molecular weight (g mol⁻¹): 768.1
Energy (Eh): -2133.7227